Record 1
14
Properties=species:S:1:pos:R:3 method="wB97M-V/def2-TZVPD" lumo_energy_ev="0.579 / 0.723" de_lowest_kj_mol=472.5 homo_lumo_gap_ev="8.05 / 8.09" energy_ha=-324.544517
C 2.13941 -1.72549 0.04434
C -2.02739 -1.59244 -0.14523
C 0.29458 1.11432 0.55198
C 1.57767 0.75607 -0.23404
C -0.91872 0.43336 0.01822
N 1.90139 -0.59571 -0.09276
O -1.11364 -0.80976 0.31140
H -2.73586 -1.24859 -0.88461
H -2.04411 -2.59310 0.23694
H 0.44342 0.83359 1.59607
H 0.16612 2.19575 0.49165
H 1.43383 0.96512 -1.29858
H 2.41435 1.35535 0.14090
H -1.53106 0.91152 -0.73627

=====

Record 2
8
Properties=species:S:1:pos:R:3 method="wB97M-V/def2-TZVPD" smiles="C#CNC=O" lumo_energy_ev=0.277 de_lowest_kj_mol=261.3 homo_lumo_gap_ev=9.88 energy_ha=-245.992013
C -1.68398 1.04119 -0.86458
C -0.69547 0.34404 -0.66765
N 0.48507 -0.18893 -0.25232
C 0.87626 -0.75547 0.95098
O 0.13538 -1.21011 1.75898
H -2.67834 1.25653 -1.34322
H 1.52213 0.37367 -0.64766
H 2.03895 -0.86092 1.06547

=====

Record 3
15
Properties=species:S:1:pos:R:3 method="wB97M-V/def2-TZVPD" smiles="O=S(=O)=C1NCCO1.[H][H]" lumo_energy_ev=0.415 de_lowest_kj_mol=295.9 homo_lumo_gap_ev=9.25 energy_ha=-797.052627
O 0.83778 0.73911 2.87835
S 0.58416 1.83172 1.94781
O 1.64571 2.59748 1.36058
C 0.13906 0.50896 0.22212
N -0.48127 -0.60554 0.64633
C -1.07487 -1.38625 -0.51199
C -1.01273 -0.27745 -1.62666
O -0.14270 0.73556 -1.04379
H -0.09577 -1.10994 1.42342
H -2.08596 -1.66678 -0.30521
H -0.33543 -2.28849 -0.71800
H -0.48011 -0.56739 -2.55471
H -2.01073 0.17921 -1.70131
H 2.11804 0.66151 0.31915
H 2.39480 0.64829 -0.33608

=====

Record 4
58
Properties=species:S:1:pos:R:3 method="wB97M-V/def2-TZVPD" total_charge=+2 lumo_energy_ev=-7.290 de_lowest_kj_mol=0.0 homo_lumo_gap_ev=6.35 energy_ha=-1845.453164
Ir -0.01630 0.19892 -0.00185
C -2.09539 -6.91292 -0.01829
Si -0.98236 -5.42158 0.09669
C -0.21719 -5.28597 1.80023
C 0.31999 -5.43394 -1.24804
C -2.08503 -3.88075 -0.17411
C -3.46708 -4.00522 -0.33840
C -4.27643 -2.89659 -0.51880
C -3.67258 -1.65392 -0.55673
N -2.35262 -1.48645 -0.42436
C -1.61392 -2.57024 -0.22233
S 0.10960 -2.13828 0.01128
H -1.49717 -7.81800 0.10625
H -2.59332 -6.98829 -0.98657
H -2.85642 -6.92252 0.76420
H 0.35098 -6.19097 2.02594
H -0.98686 -5.18418 2.56792
H 0.46702 -4.44119 1.88697
H 0.86540 -6.37995 -1.22444
H 1.05387 -4.63514 -1.13171
H -0.13007 -5.33951 -2.23782
H -3.92177 -4.98782 -0.31521
H -5.34566 -2.99327 -0.64146
H -4.26103 -0.75978 -0.73881
N 0.37746 -0.02113 1.98325
C 0.03804 1.07374 2.92849
C -1.45058 1.37457 2.90688
C -1.91541 2.08583 1.65297
N -1.90584 1.16412 0.48768
H -0.09614 -0.88111 2.27623
H 1.37140 -0.23677 2.06143
H 0.64054 1.94292 2.65939
H 0.33523 0.75614 3.92926
H -1.68446 1.99121 3.77495
H -2.01848 0.44675 3.03862
H -1.24726 2.91968 1.43267
H -2.92005 2.49001 1.78011
H -2.23927 1.64756 -0.34287
H -2.57200 0.40640 0.63070
N 2.02413 -0.03010 -0.51107
C 2.72582 1.18551 -0.13311
C 4.02531 1.20788 0.27864
C 4.66580 2.44869 0.49466
C 4.00721 3.61828 0.25484
C 2.65186 3.61090 -0.15834
C 1.90841 4.78495 -0.41638
C 0.59757 4.68186 -0.79062
C 0.00769 3.41147 -0.85309
N 0.65305 2.29087 -0.59680
C 1.99018 2.37754 -0.30532
H 2.03066 -0.10218 -1.53230
H 2.50965 -0.87870 -0.21736
H 4.58357 0.28739 0.40226
H 5.69692 2.45951 0.81877
H 4.51049 4.56798 0.38153
H 2.38613 5.75228 -0.32411
H 0.00132 5.55347 -1.01800
H -1.03707 3.32808 -1.12880

=====

Record 5
19
Properties=species:S:1:pos:R:3 method="wB97M-V/def2-TZVPD" smiles="CNC(=S)NN(C)C" lumo_energy_ev=0.649 de_lowest_kj_mol=136.8 homo_lumo_gap_ev=8.76 energy_ha=-721.416484
C 2.11317 1.62798 -0.02531
N 1.06309 0.66026 -0.04885
C 1.27286 -0.68749 -0.00388
S 2.75892 -1.47931 0.05423
N 0.14929 -1.46111 -0.02793
N -1.14749 -0.96758 0.04228
C -1.62273 -0.39845 -1.18490
C -1.56362 -0.25036 1.27361
H 2.70034 1.48811 -0.95414
H 2.77162 1.40053 0.81565
H 1.65283 2.59763 0.06725
H 0.08750 0.95085 -0.30633
H 0.30576 -2.45218 0.00132
H -2.70686 -0.11884 -1.00328
H -1.58511 -1.18106 -2.02622
H -1.12278 0.53586 -1.48999
H -1.22905 -0.73332 2.16436
H -2.65682 -0.32900 1.25721
H -1.24092 0.79751 1.39492

=====

Record 6
14
Properties=species:S:1:pos:R:3 method="wB97M-V/def2-TZVPD" smiles="N/N=C(/NO)NC=O" lumo_energy_ev=0.652 de_lowest_kj_mol=269.0 homo_lumo_gap_ev=9.16 energy_ha=-449.218732
N 0.49553 1.84626 -0.25239
N -0.59930 1.09898 -0.04429
C -0.58106 -0.16155 -0.08319
N -1.72172 -0.92546 0.06452
O -2.91224 -0.14989 0.32712
N 0.56989 -1.02144 -0.37927
C 1.89469 -0.90676 0.00220
O 2.50889 -0.07702 0.69342
H 1.39332 1.56647 0.10582
H 0.34217 2.77557 0.04579
H -1.70878 -1.53104 0.87560
H -2.48131 0.82357 0.32687
H 0.37467 -1.64501 -1.17274
H 2.42524 -1.69269 -0.50945

=====

Record 7
42
Properties=species:S:1:pos:R:3 method="wB97M-V/def2-TZVPD" smiles="CCOC(=O)c1nnn(-c2nonc2-n2cccc2)c1-c1cccc([N+](=O)[O-])c1" lumo_energy_ev=-0.656 de_lowest_kj_mol=23.4 homo_lumo_gap_ev=8.30 energy_ha=-1414.916216
C -1.20000 5.65882 -0.20475
C -2.07969 4.63259 -0.90389
O -1.95078 3.34373 -0.30120
C -0.93194 2.59342 -0.69293
O -0.12123 2.89660 -1.53665
C -0.89888 1.30350 0.02027
N -1.82350 0.89168 0.91962
N -1.51211 -0.24850 1.35809
N -0.36358 -0.65129 0.77986
C 0.23795 -1.86512 1.04910
N 1.53129 -2.00966 0.91772
O 1.82285 -3.26946 1.20948
N 0.72888 -3.96319 1.53635
C -0.30230 -3.14981 1.45814
N -1.56183 -3.59765 1.70411
C -2.75337 -2.90483 1.72251
C -3.75009 -3.78586 1.99354
C -3.16191 -5.07080 2.14723
C -1.82536 -4.92784 1.96991
C 0.07399 0.31613 -0.07858
C 1.28387 0.26760 -0.89062
C 1.18058 0.23482 -2.27992
C 2.31960 0.21917 -3.06644
C 3.57127 0.24614 -2.47968
C 3.66446 0.29532 -1.09490
N 4.96833 0.34378 -0.47173
O 5.93579 0.23833 -1.19276
O 5.01153 0.49110 0.72902
C 2.53520 0.30689 -0.29093
H -1.43206 5.68970 0.85690
H -1.37342 6.64035 -0.63603
H -0.15162 5.39926 -0.33117
H -1.80914 4.55894 -1.96259
H -3.13689 4.88448 -0.80265
H -2.78515 -1.84489 1.57420
H -4.79251 -3.55305 2.07682
H -3.68113 -5.98201 2.36626
H -1.02358 -5.63617 1.99852
H 0.20456 0.22325 -2.73989
H 2.22849 0.19173 -4.14078
H 4.47465 0.23842 -3.07003
H 2.64879 0.35437 0.78048

=====

Record 8
40
Properties=species:S:1:pos:R:3 method="wB97M-V/def2-TZVPD" lumo_energy_ev=-0.517 de_lowest_kj_mol=1742.0 homo_lumo_gap_ev=7.01 energy_ha=-1047.394758
C 3.67987 0.95713 -1.52704
C 2.59697 1.43053 -0.83014
C 1.68727 2.39674 -1.43106
C 0.47400 2.72472 -0.73657
C 0.24265 2.16446 0.44179
C 1.06058 1.38954 1.24026
C 2.14496 0.88745 0.66188
N 3.14868 0.22474 1.01676
C 2.77274 -1.03425 1.83554
C 2.26629 -1.95122 0.69871
O 3.19719 -3.00268 0.22993
N 1.10083 -1.84252 0.38878
N 0.62681 -2.75230 -0.75625
C -0.63168 -2.75646 -0.91833
C -1.67004 -2.06514 -0.57729
C -2.98109 -2.58497 -0.42677
C -3.97963 -1.74201 -0.16550
C -3.97608 -0.46005 0.27987
C -2.76410 0.13638 -0.07273
C -1.70179 -0.43158 -0.21647
O -2.93207 1.51640 0.49507
C -4.23144 1.80724 0.41378
O -4.80957 0.41767 0.55031
H 3.56256 1.32384 -2.37358
H 3.65493 -0.08932 -1.60831
H 4.44427 1.46348 -1.09192
H 1.71178 2.63387 -2.59609
H -0.24274 3.62801 -1.14518
H -0.67747 2.61863 1.14951
H 0.93908 1.04449 2.19167
H 3.91158 0.01582 0.45489
H 3.51066 -1.15644 2.46283
H 1.92548 -0.71588 2.52068
H 0.41396 -1.30092 0.68258
H -0.75458 -3.37162 -1.84004
H -2.97988 -3.62567 -0.65124
H -5.11570 -2.37852 0.10831
H -0.66863 0.12586 -0.47320
H -4.30098 1.83551 1.68340
H -4.65567 2.51906 -0.06881

=====

Record 9
14
Properties=species:S:1:pos:R:3 method="wB97M-V/def2-TZVPD" total_charge=+1 lumo_energy_ev=-5.438 homo_lumo_gap_ev=8.71 energy_ha=-8152.363705
C 1.92828 1.24140 0.10887
C -0.15488 -0.37578 -0.14261
C 0.90728 0.27229 0.67544
N 1.21459 2.39388 -0.38252
N -0.79459 1.43080 -0.97360
N 0.01321 2.39413 -1.05854
O 3.08868 1.31242 0.29140
O -0.32011 3.43865 -1.54054
Br 1.53242 -1.53610 1.25695
Br 2.18669 4.03781 -0.71673
Br -2.30347 1.57554 -1.90293
H 0.14507 -0.94667 -1.00341
H -1.23967 -0.80956 0.12011
H 0.53104 0.76549 1.53185